This record from the OMol25 dataset describes an isolated ion of composition C4H6FO4 and charge -1 in a non-equilibrium geometry. The level of theory is wB97M-V/def2-TZVPD.

Each atom is followed by the atoms it is bonded to, with distances in Å.
Atoms and positions in Å:
1 C -1.562 -0.975 -2.208  O2 1.420, H3 1.098, H12 1.095, H15 1.098
2 O -1.888 -0.241 -1.036  C1 1.420, C5 1.355
3 H -1.131 -1.948 -1.940  C1 1.098
4 H 2.789 -0.320 0.219  C14 1.113
5 C -0.939 0.072 -0.121  O2 1.355, O8 1.226, O13 1.383
6 C 1.317 1.066 -0.441  H10 1.098, F11 1.396, O13 1.373, C14 1.532
7 H 2.451 -0.328 -1.565  C14 1.116
8 O -1.345 0.358 0.999  C5 1.226
9 O 1.021 -1.264 -0.355  C14 1.372
10 H 1.716 1.828 -1.122  C6 1.098
11 F 1.483 1.579 0.847  C6 1.396
12 H -2.510 -1.160 -2.724  C1 1.095
13 O 0.007 0.835 -0.781  C5 1.383, C6 1.373
14 C 1.985 -0.308 -0.551  H4 1.113, C6 1.532, H7 1.116, O9 1.372
15 H -0.899 -0.429 -2.890  C1 1.098

Output
LUMO energy   3.92 eV
Largest force on an atom   3.5 eV Å⁻¹
Total charge   -1
E_tot   -556.82758 Eh
Energy above the lowest of the compared OMol25 structures with the same formula, charge and spin   33.36 kcal per mole



This record from the OMol25 dataset describes C4H7N in the gas phase in a non-equilibrium geometry. The level of theory is wB97M-V/def2-TZVPD.

Each atom is followed by the atoms it is bonded to, with distances in Å.
Atoms and positions in Å:
1 C -0.201 0.230 0.353  H3 1.075, C8 1.518, N10 1.469, C11 1.472
2 H -1.543 -0.173 -1.415  C8 1.138
3 H -1.093 0.503 0.886  C1 1.075
4 H 0.510 -3.442 0.755  C12 1.109
5 H -0.716 1.457 -1.336  C8 1.157
6 H 0.141 -0.051 -1.854  C8 1.091
7 H 1.157 1.323 1.588  N10 1.106
8 C -0.566 0.330 -1.117  C1 1.518, H2 1.138, H5 1.157, H6 1.091
9 H 0.746 2.140 0.194  N10 1.056
10 N 0.931 1.152 0.519  C1 1.469, H7 1.106, H9 1.056
11 C 0.223 -1.131 0.718  C1 1.472, C12 1.221
12 C 0.411 -2.338 0.709  H4 1.109, C11 1.221

Output
LUMO energy   1.02 eV
Largest force on an atom   3.9 eV Å⁻¹
Total charge   0
E_tot   -211.27275 Eh
Energy above the lowest of the compared OMol25 structures with the same formula, charge and spin   55.17 kcal per mole



This record from the OMol25 dataset describes C11H15NO3 in the gas phase in a non-equilibrium geometry. The level of theory is wB97M-V/def2-TZVPD.

Each atom is followed by the atoms it is bonded to, with distances in Å.
Atoms and positions in Å:
1 H -0.238 4.584 -0.253  C29 1.109
2 C -1.785 1.432 -0.443  C3 1.472, C18 1.442, O23 1.213
3 C -1.603 -0.028 -0.442  C2 1.472, C13 1.364, H22 1.110
4 C -1.307 -2.723 -1.163  H12 1.127, H19 1.116, H25 1.114, N27 1.514
5 H 0.970 -1.367 2.053  C14 1.108
6 H 2.699 -2.876 2.131  O15 0.971
7 H 2.257 2.855 0.795  C10 1.102
8 C 0.747 -2.762 0.370  C14 1.542, H17 1.120, H24 1.095, N27 1.476
9 C 0.818 0.396 -0.195  C11 1.486, C13 1.493, O28 1.252
10 C 1.850 2.769 -0.226  H7 1.102, C11 1.525, H16 1.081, H20 1.083
11 C 0.620 1.868 -0.237  C9 1.486, C10 1.525, C18 1.426
12 H -2.290 -2.876 -0.633  C4 1.127
13 C -0.345 -0.534 -0.290  C3 1.364, C9 1.493, N27 1.445
14 C 0.766 -2.441 1.878  H5 1.108, C8 1.542, O15 1.442, H26 1.080
15 O 1.851 -3.135 2.527  H6 0.971, C14 1.442
16 H 2.633 2.333 -0.831  C10 1.081
17 H 1.741 -2.635 -0.130  C8 1.120
18 C -0.706 2.383 -0.338  C2 1.442, C11 1.426, C29 1.570
19 H -0.881 -3.705 -1.476  C4 1.116
20 H 1.666 3.783 -0.561  C10 1.083
21 H -1.848 4.093 0.357  C29 1.087
22 H -2.536 -0.625 -0.506  C3 1.110
23 O -2.896 1.855 -0.680  C2 1.213
24 H 0.515 -3.827 0.268  C8 1.095
25 H -1.480 -2.157 -2.107  C4 1.114
26 H -0.187 -2.658 2.337  C14 1.080
27 N -0.310 -1.978 -0.300  C4 1.514, C8 1.476, C13 1.445
28 O 1.973 -0.085 -0.140  C9 1.252
29 C -1.099 3.902 -0.406  H1 1.109, C18 1.570, H21 1.087, H30 1.102
30 H -1.596 4.159 -1.356  C29 1.102

Output
LUMO energy   -1.37 eV
Largest force on an atom   4.5 eV Å⁻¹
Total charge   0
E_tot   -708.55782 Eh
Energy above the lowest of the compared OMol25 structures with the same formula, charge and spin   50.07 kcal per mole



In the order shown, the computed HOMO energy values come out to -0.12717, -0.35353, -0.30738 Eh.